Arrangement a

Formula: C2H2ClNS
Source: the Open Molecules 2025 dataset
Level of theory: ωB97M-V with the def2-TZVPD basis set

Each line ends with the Löwdin charge.
Element x y z (Å)
C  -0.40  -0.43  -0.99  -0.44
C  -0.09  0.53  0.02  -1.08
N  -0.71  -1.22  -1.74  0.17
S  -0.59  0.15  1.70  0.73
Cl  -0.40  2.23  -0.43  0.58
H  2.05  -0.31  -0.18  0.17
H  0.14  -0.95  1.62  -0.13

Properties
- highest occupied orbital energy (spin up / spin down) (eV) = -9.3 / -10.6

***

Arrangement b

Formula: C2H2ClNS
Source: the Open Molecules 2025 dataset
Level of theory: ωB97M-V with the def2-TZVPD basis set

Each line ends with the Löwdin charge.
Element x y z (Å)
C  -0.04  0.41  -0.10  -0.35
C  -1.30  0.01  0.11  -0.56
N  1.00  -0.44  0.13  -0.55
S  0.87  -2.06  -0.02  0.63
Cl  -2.77  0.74  0.01  0.68
H  0.40  1.33  0.02  0.09
H  1.84  0.01  -0.16  0.06

Properties
- highest occupied orbital energy (spin up / spin down) (eV) = -8.2 / -8.7

***

Which structure is the least stable? The one labeled arrangement a.

***

Arrangement a

Formula: C4H12BrMnO2
Source: the Open Molecules 2025 dataset
Level of theory: ωB97M-V with the def2-TZVPD basis set

Each line ends with the Löwdin charge.
Element x y z (Å)
Mn  2.04  -2.22  2.75  0.92
Br  0.02  -0.92  2.33  0.11
C  -3.93  1.24  -1.05  -0.09
C  -2.78  1.47  -0.09  -0.30
O  -1.65  0.64  -0.45  -0.12
H  -4.29  0.22  -1.03  0.07
H  -3.63  1.47  -2.08  0.08
H  -4.70  1.98  -0.82  0.08
H  -3.09  1.22  0.93  0.11
H  -2.50  2.53  -0.09  0.11
H  -1.30  0.22  0.34  -0.05
C  2.64  0.02  -0.33  -0.07
C  2.73  -1.48  -0.21  -0.23
O  3.28  -1.91  1.11  -0.22
H  1.93  0.25  -1.11  0.10
H  3.60  0.44  -0.65  0.09
H  2.39  0.51  0.61  0.06
H  3.29  -1.93  -1.02  0.13
H  1.72  -1.90  -0.23  0.10
H  4.24  -1.85  1.08  0.12

Properties
- 2S+1 = 6
- ⟨S²⟩ = 8.7560
- net charge = +1
- highest occupied orbital energy (spin up / spin down) (eV) = -12.4 / -12.4

***

Arrangement b

Formula: C4H12BrMnO2
Source: the Open Molecules 2025 dataset
Level of theory: ωB97M-V with the def2-TZVPD basis set

Each line ends with the Löwdin charge.
Element x y z (Å)
Mn  -18.88  22.20  -22.10  0.95
Br  -19.54  21.73  -20.21  0.75
C  -23.65  22.59  -22.41  -0.08
C  -22.83  22.48  -21.14  -0.34
O  -21.90  21.42  -21.22  -0.20
H  -22.92  22.93  -23.16  0.06
H  -24.48  23.28  -22.29  0.09
H  -24.02  21.63  -22.76  0.09
H  -23.59  22.23  -20.41  0.12
H  -22.39  23.45  -20.90  0.11
H  -21.23  21.54  -20.54  -0.21
C  -18.39  19.29  -16.63  -0.08
C  -18.43  20.23  -17.78  -0.41
O  -18.87  19.45  -18.84  -0.16
H  -18.13  19.75  -15.68  0.08
H  -17.63  18.52  -16.78  0.08
H  -19.31  18.73  -16.49  0.09
H  -17.44  20.59  -18.04  0.11
H  -19.08  21.09  -17.61  0.08
H  -18.89  20.05  -19.60  -0.13

Properties
- 2S+1 = 6
- ⟨S²⟩ = 8.7616
- net charge = +1
- highest occupied orbital energy (spin up / spin down) (eV) = -13.1 / -13.1

***

Which structure is the least stable? The one labeled arrangement b.

***

Arrangement a

Formula: C5H9NO3
Source: the Open Molecules 2025 dataset
Level of theory: ωB97M-V with the def2-TZVPD basis set

Each line ends with the Löwdin charge.
Element x y z (Å)
C  0.56  1.11  -0.20  -0.35
C  0.10  -1.09  -0.88  -0.20
C  -1.48  0.23  0.27  -0.43
C  1.62  2.22  -0.11  0.03
C  0.53  -2.19  0.04  -0.10
N  -0.54  1.21  0.37  0.17
O  1.03  -0.04  -0.80  -0.03
O  -2.43  0.34  -0.66  0.09
O  -1.82  -0.38  1.53  0.08
H  -0.31  -1.37  -1.84  0.10
H  1.70  2.50  -1.07  0.03
H  2.51  1.82  0.35  0.09
H  1.09  3.01  0.57  0.13
H  0.53  -1.74  1.01  0.05
H  1.50  -2.62  -0.35  0.09
H  -0.22  -3.00  0.14  0.09
H  -3.33  0.46  -0.33  0.13
H  -1.04  -0.48  1.97  0.04

Properties
- highest occupied orbital energy (spin up / spin down) (eV) = -7.2 / -7.2

***

Arrangement b

Formula: C5H9NO3
Source: the Open Molecules 2025 dataset
Level of theory: ωB97M-V with the def2-TZVPD basis set

Each line ends with the Löwdin charge.
Element x y z (Å)
C  -0.99  -1.47  -0.35  -0.11
C  0.38  -0.85  -0.50  -0.14
C  -0.19  0.28  0.45  -0.49
C  0.64  0.24  1.82  0.00
C  -0.41  1.62  -0.10  0.00
N  0.76  -0.39  -1.83  -0.37
O  1.94  -0.32  -2.05  0.10
O  -0.15  -0.14  -2.62  0.07
O  -1.36  -0.51  0.65  -0.08
H  -1.56  -1.24  -1.31  0.14
H  -1.16  -2.55  0.03  0.15
H  1.19  -1.51  -0.07  0.18
H  0.36  1.24  2.41  0.12
H  1.75  0.28  1.64  0.09
H  0.29  -0.63  2.41  0.09
H  -1.37  1.97  0.19  0.09
H  -0.45  1.76  -1.17  0.08
H  0.34  2.22  0.40  0.09

Properties
- structure (SMILES) = CC1(C)OC[C@H]1[N+](=O)[O-]
- highest occupied orbital energy (eV) = -10.1

***

Arrangement c

Formula: C5H9NO3
Source: the Open Molecules 2025 dataset
Level of theory: ωB97M-V with the def2-TZVPD basis set

Each line ends with the Löwdin charge.
Element x y z (Å)
C  0.53  0.20  -0.77  -0.23
C  -0.32  -0.27  1.60  -0.16
C  -1.18  0.96  1.89  -0.08
C  1.73  -0.77  -0.95  -0.52
C  -0.41  -0.60  0.13  -0.39
N  -0.08  0.37  -2.08  0.06
O  1.50  -1.67  -1.89  0.13
O  2.72  -0.70  -0.29  0.13
O  -1.16  -1.41  -0.34  0.12
H  0.64  -1.47  -2.31  0.11
H  0.87  1.12  -0.28  0.15
H  0.38  1.09  -2.62  0.10
H  -1.07  0.58  -2.02  0.10
H  0.72  -0.09  1.87  0.12
H  -0.70  -1.12  2.17  0.12
H  -1.15  1.18  2.96  0.08
H  -0.81  1.83  1.35  0.07
H  -2.21  0.78  1.60  0.08

Properties
- structure (SMILES) = CCC(=O)[C@H](N)C(=O)O
- highest occupied orbital energy (eV) = -9.9

***

Arrangement d

Formula: C5H9NO3
Source: the Open Molecules 2025 dataset
Level of theory: ωB97M-V with the def2-TZVPD basis set

Each line ends with the Löwdin charge.
Element x y z (Å)
C  -1.82  -1.44  0.45  0.00
C  -1.41  -0.15  -0.20  -0.49
C  1.22  0.47  -1.51  -0.13
C  1.80  1.67  -1.43  0.06
O  -1.87  0.32  -1.19  0.13
H  0.85  0.07  -2.44  0.10
H  -2.46  -1.21  1.31  0.09
H  -2.39  -2.05  -0.24  0.09
H  -0.94  -1.94  0.85  0.08
H  2.18  2.03  -0.49  0.07
H  1.93  2.34  -2.26  0.06
N  -0.56  0.34  2.07  0.06
C  1.31  -0.49  -0.35  -0.30
O  -0.64  0.71  0.69  -0.14
O  1.91  -0.28  0.68  0.02
H  -0.56  1.22  2.57  0.10
H  0.36  -0.10  2.19  0.07
H  1.10  -1.52  -0.68  0.12

Properties
- structure (SMILES) = CC(=O)ON.C=CC=O
- highest occupied orbital energy (eV) = -9.7

***

Which structure is the least stable? The one labeled arrangement b.

***

Arrangement a

Formula: C7H28O9
Source: the Open Molecules 2025 dataset
Level of theory: ωB97M-V with the def2-TZVPD basis set

Each line ends with the Löwdin charge.
Element x y z (Å)
C  1.26  0.56  1.04  -0.20
O  2.23  0.11  0.04  -0.12
C  -0.08  -0.13  0.75  -0.14
C  -0.73  -0.76  2.01  -0.14
C  -0.62  0.11  3.25  -0.36
C  0.26  -0.13  4.22  0.05
C  -1.01  2.52  3.17  0.03
C  -1.51  1.29  3.24  -0.15
H  1.63  0.53  2.05  0.11
H  1.33  1.59  0.74  0.09
H  2.56  -0.78  0.19  0.03
H  -0.80  0.57  0.34  0.09
H  0.12  -0.79  -0.09  0.11
H  -1.81  -0.87  1.89  0.11
H  -0.30  -1.74  2.21  0.11
H  0.94  -0.97  4.25  0.07
H  0.21  0.38  5.17  0.07
H  -1.63  3.41  3.16  0.06
H  0.06  2.66  3.23  0.07
H  -2.58  1.09  3.33  0.11
H  3.51  -2.84  -1.24  0.05
H  2.60  -1.71  -1.48  0.01
O  3.00  -2.44  -1.96  -0.03
H  1.01  -4.24  -2.09  0.02
H  1.14  -3.01  -2.81  0.00
O  0.47  -3.69  -2.65  -0.07
H  4.46  -1.12  -0.56  0.05
H  5.07  -1.02  0.79  0.07
O  4.38  -1.50  0.33  -0.05
H  1.48  0.81  -3.21  0.03
H  1.88  -0.68  -2.99  -0.01
O  1.86  0.03  -3.62  -0.03
H  -0.75  2.51  -1.22  0.02
H  0.65  1.93  -0.97  0.00
O  0.15  2.76  -0.98  -0.04
H  -2.91  -1.37  -2.42  0.02
H  -3.59  -2.61  -1.77  0.03
O  -3.52  -1.66  -1.74  -0.07
H  -2.55  1.95  -2.52  0.02
H  -3.91  1.31  -2.45  0.03
O  -2.99  1.10  -2.61  -0.05
H  -2.99  2.93  0.29  0.02
H  -4.04  1.88  -0.02  0.04
O  -3.75  2.77  -0.27  -0.05

Properties
- structure (SMILES) = C=CC(=C)CCCO.O.O.O.O.O.O.O.O
- highest occupied orbital energy (eV) = -9.7

***

Arrangement b

Formula: C7H28O9
Source: the Open Molecules 2025 dataset
Level of theory: ωB97M-V with the def2-TZVPD basis set

Each line ends with the Löwdin charge.
Element x y z (Å)
C  -1.09  0.52  -3.02  -0.15
C  -1.76  0.07  -1.78  -0.26
C  -1.46  1.04  -0.59  -0.18
C  2.53  0.29  1.93  0.08
C  1.97  -0.24  0.84  -0.37
O  2.21  -1.62  0.54  -0.09
C  0.93  0.33  -0.07  -0.06
C  -0.38  0.40  0.25  -0.08
H  -0.10  0.95  -2.87  0.04
H  -0.99  -0.29  -3.76  0.08
H  -1.79  1.20  -3.64  0.12
H  -1.34  -0.97  -1.52  0.11
H  -2.81  -0.10  -2.03  0.11
H  -1.10  2.09  -0.80  0.09
H  -2.45  1.28  0.08  0.16
H  2.13  1.23  2.26  0.06
H  3.31  -0.17  2.61  0.10
H  3.14  -1.60  0.08  0.17
H  1.29  0.78  -0.99  0.07
H  -0.80  -0.35  0.86  0.08
H  0.31  -1.44  -2.14  0.02
H  1.32  -2.05  -1.21  0.08
O  0.40  -2.28  -1.64  -0.10
H  -2.31  0.30  2.64  0.01
H  -1.82  1.08  4.02  0.11
O  -2.57  1.05  3.27  -0.16
H  -2.01  -2.05  2.35  0.04
H  -3.13  -2.22  1.76  0.01
O  -2.96  -1.83  2.59  -0.04
H  -0.23  -2.40  2.03  -0.01
H  1.21  -2.06  2.46  0.09
O  0.23  -1.79  2.63  -0.08
H  0.28  -3.05  0.48  -0.03
H  -0.42  -4.12  -0.32  -0.04
O  -0.33  -3.75  0.47  0.03
H  3.97  1.15  -1.90  -0.04
H  2.69  1.54  -2.69  -0.02
O  3.48  1.05  -2.62  0.03
H  -0.18  2.55  -2.46  0.09
H  0.89  2.24  -1.27  0.02
O  0.83  2.56  -2.21  -0.13
H  0.27  3.44  2.29  0.01
H  -0.90  3.97  1.37  0.00
O  -0.43  3.27  1.71  0.01

Properties
- structure (SMILES) = C=C(O)/C=C/CCC.O.O.O.O.O.O.O.O
- highest occupied orbital energy (eV) = -9.8

***

Which structure is the least stable? The one labeled arrangement b.